{
  "formula": "C42H50F20HfNO30P3S2",
  "method": "ωB97M-V/def2-TZVPD",
  "species": ["Hf", "P", "F", "F", "F", "F", "F", "F", "P", "F", "F", "F", "F", "F", "F", "P", "F", "F", "F", "F", "F", "F", "N", "S", "O", "O", "F", "S", "O", "O", "F", "C", "O", "C", "C", "O", "C", "H", "H", "H", "H", "H", "H", "H", "H", "H", "H", "C", "O", "C", "C", "O", "C", "H", "H", "H", "H", "H", "H", "H", "H", "H", "H", "C", "O", "C", "C", "O", "C", "H", "H", "H", "H", "H", "H", "H", "H", "H", "H", "C", "C", "C", "O", "C", "C", "C", "O", "O", "O", "H", "H", "H", "H", "C", "C", "C", "O", "C", "C", "C", "O", "O", "O", "H", "H", "H", "H", "C", "C", "C", "O", "C", "C", "C", "O", "O", "O", "H", "H", "H", "H", "C", "C", "C", "O", "C", "C", "C", "O", "O", "O", "H", "H", "H", "H", "C", "C", "C", "O", "C", "C", "C", "O", "O", "O", "H", "H", "H", "H"],
  "positions_angstrom": [[29.27132, 14.76069, -0.39928], [27.59563, 15.70412, 2.42879], [27.33985, 17.16701, 3.03402], [27.28917, 14.81581, 3.82549], [26.07748, 15.43014, 1.75995], [28.02079, 14.38099, 1.60977], [28.06723, 16.31535, 0.95975], [29.15783, 15.71123, 2.78581], [29.55759, 11.68325, -0.89619], [30.61526, 12.92331, -1.01480], [28.41701, 12.60223, -1.59164], [30.14333, 11.15557, -2.36283], [28.46621, 10.49724, -0.69724], [30.67860, 10.81729, -0.09360], [28.97213, 12.47697, 0.35217], [29.34346, 14.77448, -4.27991], [28.63661, 13.28490, -4.33021], [27.83888, 15.45407, -4.31258], [29.28636, 14.77467, -2.63756], [30.04639, 16.20691, -4.13830], [30.85718, 14.14930, -4.30287], [29.46353, 14.76425, -5.92285], [30.94590, 16.26344, -0.48390], [32.39899, 16.38848, -1.21834], [33.54503, 15.97912, -0.37881], [32.49979, 17.14414, -2.39257], [32.04500, 14.96835, -1.78023], [31.46137, 17.66812, 0.44271], [31.90492, 18.90748, -0.28502], [32.02000, 17.20362, 1.70857], [29.97151, 18.05032, 0.93351], [34.88140, 9.33787, 1.65562], [35.11468, 10.64827, 1.04682], [36.33897, 10.57975, 0.26142], [36.85044, 12.03001, -0.03529], [35.80087, 12.71993, -0.70042], [36.18158, 14.00637, -1.15470], [35.39818, 9.27527, 2.61329], [35.12352, 8.45049, 1.07080], [33.82243, 9.23700, 1.89333], [36.07801, 10.14234, -0.70225], [37.14565, 9.92473, 0.59053], [37.78324, 12.02595, -0.59918], [37.03355, 12.68899, 0.81343], [36.74305, 13.89101, -2.08181], [36.71270, 14.63494, -0.43992], [35.36774, 14.59310, -1.58075], [26.22553, 13.33692, -0.25951], [27.01282, 14.39308, -0.74690], [26.21168, 15.22010, -1.61860], [26.78062, 16.64317, -1.64501], [28.25886, 16.62277, -1.43479], [28.74025, 17.83022, -2.09287], [25.45692, 13.77422, 0.37776], [26.79447, 12.56901, 0.26464], [25.76480, 12.79796, -1.08737], [25.21029, 15.39605, -1.22571], [26.02146, 14.92874, -2.65157], [26.24409, 17.23364, -0.90233], [26.39748, 16.94560, -2.61960], [29.73993, 17.65847, -2.49192], [28.76041, 18.61673, -1.33848], [28.12844, 18.20088, -2.91531], [29.28322, 20.11753, 3.89210], [29.25027, 21.51380, 4.18274], [30.47305, 22.06553, 3.81898], [30.24750, 23.58099, 3.84072], [31.35208, 24.26640, 3.30082], [31.18026, 25.69820, 3.11587], [28.45123, 19.50780, 4.24440], [30.12003, 19.71239, 4.46106], [29.38584, 19.90623, 2.82771], [30.87246, 21.75113, 2.85476], [31.25728, 21.75427, 4.50905], [30.13097, 23.85980, 4.88800], [29.37825, 23.97942, 3.31750], [31.12236, 26.14509, 4.10836], [30.34623, 25.93270, 2.45443], [32.04885, 26.12261, 2.61235], [37.51492, 20.38449, -3.37367], [37.93790, 19.12238, -3.69176], [37.17644, 17.86883, -3.55884], [37.54562, 16.72181, -3.90231], [35.86285, 18.15688, -3.02997], [35.48859, 19.37348, -2.55969], [36.29565, 20.61644, -2.61416], [36.16461, 21.76891, -2.12797], [34.25693, 19.51205, -2.07784], [39.05624, 18.94487, -4.39751], [38.20659, 21.19691, -3.54094], [35.13995, 17.35531, -2.99368], [34.13471, 20.43267, -1.83471], [39.18700, 18.07053, -4.77172], [31.63300, 20.38969, -6.57073], [31.26483, 19.92857, -5.34959], [30.90840, 20.82350, -4.18936], [30.70941, 20.36859, -3.05456], [30.70276, 22.15799, -4.59148], [30.87986, 22.67306, -5.80512], [31.34750, 21.79078, -6.97267], [31.48888, 22.20763, -8.10349], [30.61633, 23.98828, -6.12450], [31.25792, 18.62149, -5.08983], [31.97570, 19.72573, -7.35055], [30.25140, 22.77802, -3.83106], [30.91821, 24.05649, -7.03324], [31.09415, 18.37407, -4.17684], [30.39565, 23.83778, 0.08931], [31.07091, 25.00840, -0.17930], [32.54466, 25.10383, -0.61211], [33.14499, 26.17331, -0.75404], [33.00623, 23.79616, -0.91139], [32.37154, 22.62517, -0.67460], [30.95453, 22.50146, -0.18914], [30.48122, 21.43173, 0.06919], [32.92747, 21.39997, -0.89431], [30.37983, 26.21411, -0.15097], [29.34281, 23.88150, 0.32599], [34.00048, 23.65044, -1.30717], [32.23193, 20.74365, -0.81017], [30.97208, 26.90889, -0.44784], [31.51997, 14.29157, 3.61670], [32.41299, 14.01391, 4.61615], [33.78028, 13.54722, 4.42367], [34.72858, 13.60721, 5.24506], [34.01781, 13.13477, 3.03934], [33.08265, 13.30090, 2.04182], [31.71156, 13.93351, 2.25495], [30.93569, 14.16462, 1.31032], [33.28117, 12.91917, 0.74741], [32.09587, 14.21093, 5.91246], [30.55617, 14.61990, 3.97682], [35.00203, 12.72151, 2.87523], [34.11858, 12.45978, 0.65101], [32.84179, 13.93942, 6.45236], [36.46929, 15.73316, 2.72190], [35.36966, 16.53371, 2.52494], [35.38850, 17.71559, 1.67278], [34.41870, 18.42589, 1.36532], [36.71891, 17.89057, 1.02082], [37.81305, 17.11561, 1.29740], [37.76517, 15.96644, 2.22663], [38.73017, 15.22214, 2.51328], [39.01858, 17.47152, 0.71823], [34.19383, 16.37021, 3.21984], [36.34764, 14.86716, 3.35565], [36.81605, 18.73009, 0.34838], [39.81737, 17.02765, 1.01236], [33.59514, 17.01374, 2.83378]],
  "forces_ev_per_angstrom": [[-0.448, -0.137, 0.346], [-0.947, -0.661, 2.340], [-0.322, -1.826, -0.778], [-0.072, 1.849, -2.638], [1.633, 1.314, 1.758], [0.455, -3.985, -0.925], [0.202, 1.884, -1.283], [0.087, 1.243, 1.100], [1.358, -5.670, -3.229], [0.074, 2.009, -0.124], [0.271, 0.438, -2.181], [-1.424, 0.667, 2.324], [0.995, 1.035, -0.297], [-1.356, 1.377, -0.315], [0.416, 0.954, 3.726], [1.001, -1.833, -5.754], [0.834, 1.622, 0.790], [1.192, -0.214, 0.400], [0.216, -0.889, 2.779], [-0.613, 0.515, -0.125], [-1.294, -0.281, 1.299], [-0.906, 0.690, 1.458], [1.399, 4.984, 1.680], [3.104, -7.884, -1.976], [-2.269, 2.643, -1.085], [0.035, 1.625, -0.183], [0.332, -1.612, -1.469], [-3.328, 3.537, 4.588], [-1.097, -5.029, 1.926], [-0.624, 0.855, -2.658], [0.952, 0.052, -0.765], [-0.678, 0.824, 0.557], [1.507, -1.907, 0.062], [-0.385, 1.748, -0.940], [-0.910, -0.137, 0.441], [-0.489, 0.099, -0.233], [0.064, 0.027, -1.472], [0.318, 0.052, -0.046], [0.337, 0.406, -0.543], [-0.091, 0.353, -0.176], [-0.199, 0.113, -0.283], [-0.120, 0.196, 1.023], [-0.002, -0.289, -0.405], [0.399, -0.660, 0.847], [0.914, -0.096, 0.190], [0.109, -0.229, 0.297], [-0.731, -0.366, 0.815], [-1.231, -1.698, 0.559], [0.582, 1.341, -1.195], [0.063, 1.818, 0.272], [-0.321, -1.669, 0.638], [-2.476, 0.523, -1.435], [1.384, 0.866, 0.477], [0.093, -0.252, 0.049], [0.084, 0.601, 0.105], [-0.025, 0.223, -0.218], [-0.036, -0.641, 0.601], [0.969, -1.231, 0.172], [0.842, 0.259, 0.354], [1.180, 0.738, -0.213], [-0.189, -0.067, 0.322], [0.157, 0.001, 0.033], [-0.260, -0.723, 0.060], [0.411, -0.353, 0.624], [-0.983, -1.300, -0.524], [0.292, 1.334, -0.364], [0.534, 0.846, 0.410], [1.038, 0.757, -0.803], [0.255, -1.295, 0.428], [-0.569, 0.855, 0.154], [0.451, -0.312, -0.300], [0.226, 0.215, -0.126], [-0.497, -0.123, -0.507], [0.146, 0.233, 0.456], [-0.183, 0.158, 0.310], [-0.546, -0.839, -0.161], [-0.387, 0.332, -0.078], [-0.435, -0.095, 0.339], [0.288, -0.447, 0.114], [1.051, -1.669, 0.045], [1.086, 0.620, -1.689], [-1.587, -1.856, 0.367], [-0.083, 2.936, 0.509], [-0.305, -0.070, 0.444], [-1.760, -0.556, 0.306], [3.111, 2.449, -0.186], [-1.565, -3.180, -0.584], [0.305, -0.484, -0.243], [1.011, 1.431, 0.067], [-0.149, 0.147, -0.073], [-0.070, -0.033, 0.125], [-0.347, 0.702, 0.459], [-0.501, -0.607, 0.390], [-0.748, 0.625, 0.053], [0.600, -1.098, 0.330], [-0.494, -1.604, 0.056], [0.433, 0.485, -1.545], [-0.890, 2.222, 1.239], [-0.106, 1.165, -1.558], [0.770, -1.120, 1.003], [-0.295, 0.462, 0.610], [0.351, -2.154, 0.994], [0.399, 0.028, -1.097], [-0.088, -0.134, 0.034], [0.181, 0.366, 0.164], [0.030, 0.288, -0.764], [0.000, 0.411, 0.533], [0.083, 1.042, -0.858], [-1.615, 0.864, 0.093], [-1.106, 0.813, -0.062], [-1.283, -1.606, 0.374], [1.903, -2.208, -0.377], [0.123, -1.061, -0.690], [1.152, 2.779, 1.206], [-0.676, -0.748, -0.214], [0.413, 2.223, -0.136], [0.569, -2.022, 0.312], [-0.080, 0.145, 0.169], [0.341, 0.341, 0.001], [-0.639, -0.515, 0.261], [0.543, 0.260, -0.035], [-0.733, -0.360, 1.603], [-1.306, 0.805, 1.801], [3.575, -0.162, -1.483], [-3.094, -0.169, -1.048], [-0.924, 0.101, -0.313], [1.249, -1.162, -1.569], [1.169, 0.511, 0.195], [-0.432, -0.126, -0.281], [-1.247, 1.101, 1.905], [-0.735, 0.107, -1.460], [-0.030, 0.214, -0.275], [-0.037, -0.096, -0.454], [0.767, -0.427, -0.245], [0.626, -0.002, 0.257], [-3.277, -0.102, 1.084], [-0.613, -1.223, 2.363], [0.708, 1.367, -2.983], [1.768, -1.384, 1.377], [0.678, -0.365, 0.498], [1.332, 1.939, -1.091], [1.949, -1.438, -0.132], [-1.541, 1.963, -0.907], [-1.646, 0.274, -0.068], [1.983, -0.625, -0.701], [-0.007, -0.018, 0.220], [0.067, 0.031, -0.057], [-0.350, -0.723, 0.554], [-0.726, 0.424, -0.242]],
  "e_homo_ev": -9.262,
  "total_charge": 0,
  "homo_lumo_gap_ev": 6.496,
  "e_lumo_ev": -2.8
}